1.
Molecular formula: C3H10N4O
Method: DFT, ωB97M-V/def2-TZVPD

```
18
Properties=species:S:1:pos:R:3:nbo_charge:R:1
C -1.76704 1.22672 -1.04715 -0.4394
N -0.52721 0.46898 -1.01123 -0.5117
C 0.09711 0.34513 0.13637 0.4287
C -0.36843 1.03281 1.40899 -0.6923
N 1.35525 -0.27902 0.14689 -0.0584
N 1.81157 -0.80375 -1.07424 -0.6698
O 1.19232 -1.19755 1.27331 -0.2832
N 0.71273 -2.51036 0.87528 -0.4851
H -2.19036 1.15960 -2.05420 0.2046
H -2.51145 0.82667 -0.34955 0.1902
H -1.60087 2.28934 -0.84179 0.1928
H -1.30587 0.57949 1.74017 0.2341
H 0.36947 0.93975 2.20975 0.2471
H -0.52157 2.09957 1.22422 0.2269
H 2.40371 -0.09664 -1.51276 0.3733
H 1.00050 -0.88034 -1.70198 0.3717
H 0.25448 -2.26878 -0.00488 0.3273
H 1.59564 -2.93159 0.58280 0.3431
```

As for the lowest unoccupied orbital energy: 0.973 eV. Its molar mass is 118.140 g mol⁻¹. The largest force on an atom is 3.67 eV/A. As for the net charge: 0. As for the SMILES: C/N=C(\C)N(N)ON. The calculation puts the energy relative to the best compared isomer or geometry (same formula, charge and spin) at 5.5301 eV. Its electronic energy is -414.4100 Eh.

2.
Molecular formula: CH3FOPb
Method: DFT, ωB97M-V/def2-TZVPD

```
7
Properties=species:S:1:pos:R:3:lowdin_charge:R:1
F 1.38976 -1.13038 0.54653 -0.6160
O -0.79224 0.90707 0.01112 -0.6597
Pb -0.46560 -0.99303 0.15175 1.2482
C 0.08026 2.10016 0.15065 -0.1874
H -0.33888 3.03892 -0.26220 0.0626
H 0.95475 2.02313 -0.52369 0.0749
H 0.14927 2.39912 1.21446 0.0773
```

As for the lowest unoccupied orbital energy: -0.279 eV. Its molar mass is 257.232 g mol⁻¹. The largest force on an atom is 5.25 eV/A. As for the net charge: 0. Its electronic energy is -407.8181 Eh.

3.
Molecular formula: C28H40BrLuN5OS2
Method: DFT, ωB97M-V/def2-TZVPD

```
78
Properties=species:S:1:pos:R:3:lowdin_charge:R:1
Lu 0.59555 -0.50874 -0.50935 1.1901
C 2.44464 -0.10013 -3.63766 -0.1102
N 1.07691 0.27377 -3.19354 -0.2221
C 0.82981 1.71075 -3.34120 -0.2221
C 1.43579 2.55521 -2.22449 -0.1725
N 0.81749 2.43025 -0.87004 -0.1773
C -0.47035 3.10634 -0.91061 -0.1560
C 1.73264 2.81908 0.17132 -0.2894
C 1.40995 3.91547 0.96326 -0.0470
C 2.27590 4.34636 1.95318 -0.1255
C 3.45350 3.68782 2.18074 -0.1098
C 3.75433 2.54836 1.41865 -0.1435
C 2.91662 2.09522 0.40197 -0.6658
S 3.37218 0.61500 -0.39073 0.6035
C 0.17695 -0.54535 -3.95632 -0.3647
C -0.57658 -0.01568 -5.02207 -0.0591
C -1.52110 -0.78052 -5.67176 -0.1048
C -1.64929 -2.11606 -5.33778 -0.1044
C -0.88009 -2.65571 -4.33555 -0.1320
C 0.02550 -1.92024 -3.59648 -0.6433
S 0.81058 -2.58164 -2.15112 0.4880
H 2.65901 0.23694 -4.68861 0.1044
H 2.49812 -1.22494 -3.58480 0.0597
H 3.18128 0.24902 -2.96194 -0.0106
H -0.23863 1.88159 -3.41701 0.0754
H 1.27809 2.07028 -4.26912 0.1180
H 1.33975 3.64123 -2.53089 0.1407
H 2.47279 2.38135 -2.15651 0.0628
H -0.36557 4.19084 -1.02704 0.0863
H -1.01897 2.90969 0.01339 0.0780
H -1.05170 2.66464 -1.69014 -0.0149
H 0.45507 4.45442 0.86218 0.1029
H 2.01861 5.23523 2.54540 0.1006
H 4.15022 3.97323 2.95426 0.0920
H 4.67331 2.00201 1.58782 0.0886
H -0.40097 1.06125 -5.17302 0.1004
H -2.06084 -0.40077 -6.54984 0.1001
H -2.36276 -2.71789 -5.83791 0.0846
H -0.90940 -3.65685 -4.02126 0.0751
N 1.18572 0.03574 1.77519 -0.0835
C 2.34480 -0.61617 2.40226 -0.2878
C 2.53157 -2.03770 1.97744 -0.2524
N 2.10007 -2.21648 0.57650 -0.1276
H 1.27255 1.06963 1.89452 0.0992
H 0.38752 -0.28806 2.23782 -0.0131
H 2.36865 -0.51081 3.48635 0.1168
H 3.22150 -0.07194 2.01471 0.0486
H 1.95817 -2.75463 2.57994 0.0914
H 3.59803 -2.34623 2.12308 0.1264
H 1.86726 -3.19849 0.34093 0.0577
H 2.85292 -1.99519 -0.06279 0.0144
O -5.51809 2.04645 2.08958 0.0437
C -4.45310 1.17779 1.87830 -0.3095
C -3.13656 1.50802 2.18557 -0.0229
C -2.21604 0.55436 1.89861 -0.1331
N -2.45614 -0.64169 1.34514 -0.2145
C -3.73102 -1.03057 0.95356 -0.0569
Br -1.86754 0.20308 -1.60561 0.1852
C -4.68746 -0.04710 1.29820 -0.0765
H -5.26416 2.86994 2.45549 0.0683
H -2.88317 2.42824 2.67953 0.1040
H -1.21313 0.74775 2.17351 0.0874
H -5.69088 -0.19998 0.98957 0.0776
C -0.55522 -2.08119 3.60973 -0.0760
C -1.35546 -2.53815 2.39556 -0.5402
C -0.73286 -3.87240 1.83697 -0.0605
C -2.80864 -2.92069 2.90429 -0.0684
C -1.36697 -1.60306 1.13265 -0.2869
H -0.76834 -2.71530 4.44990 0.0660
H -0.91654 -1.09003 3.98012 0.0914
H 0.51237 -1.91703 3.51798 0.0329
H -0.59563 -4.56781 2.63291 0.0596
H 0.24897 -3.65651 1.39741 0.0396
H -1.39400 -4.31302 1.07598 0.0896
H -2.70677 -3.57322 3.79217 0.0748
H -3.33117 -3.41497 2.08909 0.0691
H -3.38300 -2.08081 3.20862 0.0488
H -1.76662 -2.17262 0.29381 0.0411
```

As for the lowest unoccupied orbital energy: 2.473 eV. Its molar mass is 781.667 g mol⁻¹. The largest force on an atom is 2.07 eV/A. As for the net charge: -1. The calculation puts the energy relative to the best compared isomer or geometry (same formula, charge and spin) at 0.6109 eV. Its electronic energy is -6046.0035 Eh.

4.
Molecular formula: C20H24F3NO6S3
Method: DFT, ωB97M-V/def2-TZVPD

```
57
Properties=species:S:1:pos:R:3:nbo_charge:R:1
C -2.91333 -3.31368 -0.54047 -0.6527
C -2.19055 -2.17481 0.12122 -0.0476
O -0.86061 -1.97167 -0.69271 -0.4761
C 0.24334 -1.59496 -0.13580 0.9149
C 0.21704 -0.99656 1.21557 -0.5480
C 1.60120 -1.08461 1.90506 -0.6454
O 1.38054 -1.86148 -0.70702 -0.4319
C 1.33768 -2.94092 -1.76499 -0.0734
C 2.78540 -3.09274 -2.19754 -0.6439
H -3.95449 -3.32528 -0.19670 0.2507
H -2.92337 -3.25880 -1.63290 0.2366
H -2.46774 -4.26703 -0.22480 0.2193
H -2.70052 -1.20301 0.09032 0.2410
H -1.94693 -2.44766 1.15444 0.2127
H -0.36565 -1.77001 1.70922 0.2813
H 2.10942 -0.09353 2.02975 0.2948
H 1.52641 -1.57767 2.90907 0.2407
H 2.23756 -1.73144 1.25828 0.2180
H 0.94574 -3.86297 -1.29160 0.2059
H 0.68866 -2.59178 -2.58318 0.2137
H 2.81543 -3.70501 -3.11821 0.2363
H 3.26847 -2.12161 -2.42337 0.2422
H 3.36416 -3.63049 -1.42096 0.2278
F -1.91648 -1.23427 3.21021 -0.3571
C -1.54923 0.09202 3.09162 0.9208
F -2.70278 0.81163 2.95725 -0.3204
F -1.03788 0.42578 4.32137 -0.2838
S -0.78361 0.42899 1.23710 0.3069
N 0.32682 2.94986 4.43418 -1.2565
S -0.19953 3.82799 3.18770 2.3094
C -1.01020 4.84097 4.41229 -0.2285
C -2.34823 5.17824 4.24860 -0.2329
C -3.04744 5.72379 5.32302 -0.2300
C -2.40724 5.90568 6.56197 -0.2189
C -1.03272 5.60165 6.70249 -0.2196
C -0.35021 5.02619 5.62641 -0.2082
O 0.80582 4.58704 2.49499 -0.9404
O -1.27957 3.22824 2.44951 -0.9921
S 1.88257 2.55172 4.33386 2.3121
C 1.73378 1.08511 5.34577 -0.2039
C 1.01096 1.24887 6.51580 -0.2134
C 0.85254 0.15819 7.37472 -0.2119
C 1.30523 -1.11920 6.98395 -0.2239
C 2.07551 -1.24671 5.81500 -0.2275
C 2.36366 -0.12748 5.03986 -0.2532
O 2.21203 1.96163 3.06632 -1.0066
O 2.72640 3.52465 4.98159 -0.9414
H -2.82615 4.97635 3.29630 0.2299
H -4.09742 6.00540 5.18277 0.2072
H -2.96541 6.31844 7.41770 0.2067
H -0.51122 5.81953 7.64224 0.2099
H 0.68088 4.72248 5.77896 0.2496
H 0.61889 2.23547 6.76079 0.2439
H 0.34333 0.31438 8.33302 0.2140
H 1.08474 -1.98778 7.62440 0.2116
H 2.43325 -2.24349 5.53998 0.2035
H 3.06037 -0.18777 4.20904 0.2277
```

As for the lowest unoccupied orbital energy: -1.507 eV. Its molar mass is 527.608 g mol⁻¹. The largest force on an atom is 3.51 eV/A. As for the net charge: 0. The calculation puts the energy relative to the best compared isomer or geometry (same formula, charge and spin) at 0.9758 eV. Its electronic energy is -2776.6652 Eh.

5.
Molecular formula: C6H15NO2S
Method: DFT, ωB97M-V/def2-TZVPD

```
25
Properties=species:S:1:pos:R:3:nbo_charge:R:1
C 1.47768 1.38554 1.63501 -0.6224
C 1.86878 0.02809 0.86993 -0.2430
C 1.85333 0.38595 -0.61466 -0.5988
C 0.88054 -1.05276 1.29143 -0.6830
S -0.74405 -0.85177 0.75356 2.0487
O -1.45200 -2.05384 1.13780 -0.9440
O -1.35232 0.33466 1.58954 -0.9280
N -1.45880 -0.19298 -0.81890 -0.5861
C -2.80428 0.33373 -0.64354 -0.4094
C -1.27906 -1.29755 -1.77321 -0.4487
H 1.62956 1.04256 2.61138 0.2097
H 0.46444 1.68700 1.36090 0.2165
H 2.29056 2.01497 1.28944 0.2048
H 2.89242 -0.35800 1.02258 0.2126
H 2.78978 0.87513 -0.84721 0.2007
H 1.67242 -0.37148 -1.21612 0.1924
H 1.05135 1.10781 -0.77696 0.2036
H 1.20098 -2.02689 0.85115 0.2180
H -1.39287 0.32354 2.55452 0.5339
H -3.29977 0.04932 -1.49159 0.1954
H -3.23483 -0.10546 0.24817 0.2027
H -2.88521 1.33323 -0.53976 0.1979
H -1.89129 -2.21199 -1.81537 0.2046
H -1.31997 -0.64892 -2.66644 0.2157
H -0.24623 -1.66750 -1.58208 0.2062
```

As for the lowest unoccupied orbital energy: 0.583 eV. Its molar mass is 165.258 g mol⁻¹. The largest force on an atom is 4.86 eV/A. As for the net charge: 0. As for the SMILES: CC(C)C=[S@@](=O)(O)N(C)C. The calculation puts the energy relative to the best compared isomer or geometry (same formula, charge and spin) at 5.7762 eV. Its electronic energy is -840.8438 Eh.

6.
Molecular formula: C4H11N2O
Method: DFT, ωB97M-V/def2-TZVPD

```
18
Properties=species:S:1:pos:R:3:nbo_charge:R:1
N 1.50649 -0.68533 -1.45112 -0.6710
C 0.23824 -0.32295 -0.70459 -0.1480
C -0.46550 -1.59005 -0.17123 -0.6516
C 0.73956 0.44722 0.54320 0.6200
N -0.12093 1.28293 1.27776 -0.1782
C -1.46598 1.56794 0.94756 -0.4935
O 1.85855 0.28148 0.93963 -0.3642
H 1.72392 0.05669 -2.12389 0.4656
H 2.28724 -0.67276 -0.78873 0.4707
H 1.45120 -1.62234 -1.85379 0.4727
H -0.40716 0.21091 -1.38986 0.2693
H -0.21083 -2.47400 -0.74546 0.2675
H -0.20963 -1.81072 0.86556 0.2547
H -1.54513 -1.51795 -0.25045 0.2721
H 0.22792 1.83683 2.03006 0.4653
H -1.88763 1.04640 0.09812 0.2630
H -1.60403 2.66544 0.95887 0.3355
H -2.11630 1.30028 1.81836 0.3502
```

As for the lowest unoccupied orbital energy (alpha / beta): -8.296 / -13.309 eV. Its molar mass is 103.145 g mol⁻¹. The largest force on an atom is 2.27 eV/A. As for the net charge: +2. The multiplicity is 2. The calculation puts the energy relative to the best compared isomer or geometry (same formula, charge and spin) at 0.7365 eV. Its electronic energy is -343.0253 Eh.